[1]
The following is a quantum chemistry calculation of an isolated ion of composition C7H14N3S2 and charge +1 in a non-equilibrium geometry, from the Open Molecules 2025 dataset.

Properties
Total charge ... +1
Highest occupied orbital energy (alpha / beta) ... -9.617 / -13.002 eV
Spin multiplicity ... 3

Last column: natural (NBO) charge in e.
CARTESIAN COORDINATES (ANGSTROEM)
C -0.110 1.915 -0.060  0.192
C -2.209 -0.342 -0.405  0.036
C 0.828 0.825 -0.479  -0.366
C 0.493 -0.554 -0.688  0.145
C 1.329 -0.403 0.494  -0.004
C 2.737 -0.867 0.355  -0.650
C 0.612 -0.584 1.813  -0.628
N 0.436 3.129 0.068  -0.699
N -3.191 -0.241 -1.355  -0.836
N 0.477 -1.573 -1.532  -0.746
S -1.714 1.583 0.360  0.267
S -2.793 -1.177 1.008  0.083
H 1.461 1.345 -1.226  0.221
H 3.491 -0.677 1.124  0.242
H 3.265 -0.603 -0.574  0.235
H 2.794 -2.033 0.246  0.228
H 0.926 -1.645 2.287  0.246
H -0.438 -0.752 1.753  0.214
H 0.814 0.256 2.597  0.231
H 1.380 3.211 -0.112  0.410
H -0.024 3.996 0.387  0.435
H -2.747 0.179 -2.223  0.394
H -4.097 0.021 -1.209  0.397
H 0.032 -1.436 -2.405  0.397
H -4.182 -1.101 0.842  0.145
H 0.428 -2.472 -1.066  0.411



[2]
The following is a quantum chemistry calculation of a 2-piece molecular cluster, C4H13NOS overall in a non-equilibrium geometry, from the Open Molecules 2025 dataset.

Properties
Total charge ... -1
ΔE to the lowest compared entry with this formula, charge and spin ... 1.133 eV
Highest occupied orbital energy (alpha / beta) ... 0.941 / -5.315 eV
Spin multiplicity ... 2

Last column: natural (NBO) charge in e.
CARTESIAN COORDINATES (ANGSTROEM)
C 0.143 1.312 -1.595  -0.483
C 0.642 0.027 -0.933  -0.455
C -0.497 -1.080 -0.886  -0.655
S 0.011 -2.634 -0.045  0.091
C 0.979 -2.081 1.409  -0.754
N -0.374 2.197 -0.552  -1.031
H 1.037 1.765 -2.069  0.174
H -0.557 1.150 -2.425  0.167
H 1.366 -0.616 -1.407  0.196
H 0.801 0.326 0.094  0.211
H -1.388 -0.716 -0.332  0.170
H -0.901 -1.278 -1.884  0.218
H 1.361 -1.065 1.393  0.231
H 1.820 -2.753 1.205  0.207
H 0.629 -2.360 2.397  0.211
H -1.406 2.173 -0.569  0.260
H -0.276 3.178 -0.833  0.322
H -0.987 1.533 2.254  0.465
H -1.356 0.206 2.005  0.451
O -1.048 0.714 2.770  -0.994



[3]
The following is a quantum chemistry calculation of Cl6NP2 as an isolated structure in a non-equilibrium geometry, from the Open Molecules 2025 dataset.

Properties
Total charge ... +1
ΔE to the lowest compared entry with this formula, charge and spin ... 4.232 eV
Highest occupied orbital energy (alpha / beta) ... -13.274 / -13.274 eV

Last column: natural (NBO) charge in e.
CARTESIAN COORDINATES (ANGSTROEM)
N -0.307 -0.969 -0.407  -1.027
P -1.007 -0.596 -1.754  1.482
P 1.089 1.725 2.651  1.030
Cl -0.886 -2.127 -2.991  -0.082
Cl -2.788 0.204 -1.486  -0.136
Cl 0.064 0.759 -2.748  -0.191
Cl 3.005 1.463 2.482  -0.093
Cl 0.642 0.838 4.467  -0.148
Cl -0.433 0.059 1.008  0.166



[4]
The following is a quantum chemistry calculation of C4H8O2 in the gas phase, from the Open Molecules 2025 dataset.

Properties
Structure (SMILES) ... O[C@H]1CCOC1
ΔE to the lowest compared entry with this formula, charge and spin ... 1.190 eV
Highest occupied orbital energy ... -9.783 eV

Last column: natural (NBO) charge in e.
CARTESIAN COORDINATES (ANGSTROEM)
O 0.974 -0.772 -1.681  -0.706
C 0.479 0.265 -0.856  0.068
C -1.011 0.069 -0.482  -0.468
C -0.982 -0.130 1.040  -0.077
O 0.341 -0.536 1.342  -0.524
C 1.155 0.283 0.522  -0.107
H 0.857 -1.599 -1.196  0.463
H 0.665 1.182 -1.420  0.187
H -1.375 -0.827 -0.993  0.218
H -1.654 0.900 -0.780  0.220
H -1.672 -0.896 1.400  0.196
H -1.204 0.814 1.561  0.160
H 1.197 1.305 0.931  0.165
H 2.163 -0.137 0.491  0.205



[5]
The following is a quantum chemistry calculation of C33H67NO20SSi2 as an isolated structure in a non-equilibrium geometry, from the Open Molecules 2025 dataset.

Properties
Highest occupied orbital energy ... -9.854 eV

Last column: Löwdin charge in e.
CARTESIAN COORDINATES (ANGSTROEM)
C 8.400 2.778 0.446  0.095
C 7.995 2.256 -0.549  -0.251
C 7.390 1.690 -1.741  -0.294
Si 5.654 2.392 -2.002  0.533
O 4.484 1.210 -2.096  -0.401
Si 3.931 0.387 -0.760  0.206
S 4.098 1.467 1.097  0.500
C 2.163 -0.097 -1.106  -0.287
C 1.316 1.000 -1.803  -0.236
C 0.354 1.732 -0.845  -0.174
C 0.410 3.263 -0.896  -0.198
N 1.778 3.771 -1.023  0.040
C 1.961 5.126 -0.658  -0.489
C 3.148 5.796 -1.310  -0.001
O 1.233 5.750 0.080  0.084
H 8.762 3.242 1.333  0.029
H 7.440 0.603 -1.740  0.085
H 7.996 2.026 -2.586  0.078
H 5.629 3.097 -3.301  -0.017
H 5.404 3.406 -0.968  -0.022
H 4.714 -0.847 -0.548  -0.007
H 4.037 2.775 0.832  -0.204
H 1.669 -0.427 -0.194  0.052
H 2.198 -0.958 -1.776  0.077
H 0.693 0.478 -2.528  0.103
H 1.926 1.688 -2.379  0.086
H -0.677 1.469 -1.067  0.110
H 0.540 1.405 0.180  0.100
H -0.185 3.619 -1.736  0.125
H -0.087 3.630 -0.001  0.085
H 2.392 3.171 -0.482  0.074
H 3.821 6.177 -0.546  0.085
H 3.693 5.082 -1.921  0.048
H 2.809 6.608 -1.946  0.088
C -4.040 -4.012 -0.439  -0.052
C -2.642 -4.325 -0.925  -0.204
O -1.721 -3.271 -0.599  0.036
C -1.285 -3.263 0.658  -0.614
O -1.568 -4.054 1.517  0.129
O -0.472 -2.213 0.804  -0.008
C 0.025 -2.036 2.133  -0.035
H -4.366 -3.042 -0.813  0.058
H -4.743 -4.771 -0.780  0.086
H -4.076 -3.974 0.650  0.080
H -2.628 -4.396 -2.011  0.123
H -2.281 -5.273 -0.526  0.123
H 0.481 -2.951 2.505  0.098
H -0.778 -1.721 2.797  0.101
H 0.777 -1.253 2.081  0.082
C -0.277 4.953 2.720  -0.059
C 0.547 4.076 3.637  -0.203
O 0.657 4.629 4.958  0.041
C -0.401 4.442 5.742  -0.615
O -1.402 3.838 5.458  0.122
O -0.156 5.033 6.913  0.005
C -1.236 4.960 7.846  -0.041
H 0.116 5.969 2.708  0.086
H -0.257 4.566 1.710  0.037
H -1.313 5.001 3.055  0.081
H 1.571 4.007 3.269  0.120
H 0.147 3.063 3.692  0.122
H -1.568 3.933 7.980  0.094
H -2.067 5.580 7.510  0.098
H -0.856 5.345 8.787  0.092
C 5.865 1.176 4.393  -0.063
C 7.154 0.603 3.847  -0.198
O 8.228 0.690 4.798  0.046
C 8.216 -0.239 5.750  -0.607
O 7.408 -1.124 5.868  0.114
O 9.255 -0.022 6.556  0.009
C 9.335 -0.917 7.668  -0.038
H 6.015 2.198 4.742  0.086
H 5.110 1.174 3.608  0.004
H 5.496 0.592 5.235  0.079
H 7.484 1.176 2.982  0.111
H 7.027 -0.431 3.529  0.101
H 9.297 -1.953 7.339  0.095
H 8.527 -0.717 8.370  0.098
H 10.289 -0.724 8.149  0.093
C 6.264 -3.175 3.473  -0.062
C 6.534 -3.341 1.993  -0.209
O 7.791 -3.990 1.750  0.041
C 7.788 -5.313 1.898  -0.614
O 6.838 -5.995 2.179  0.124
O 9.024 -5.757 1.666  0.005
C 9.184 -7.166 1.842  -0.041
H 7.094 -2.667 3.962  0.058
H 5.356 -2.592 3.632  0.086
H 6.141 -4.141 3.960  0.081
H 6.616 -2.366 1.512  0.113
H 5.732 -3.887 1.496  0.122
H 8.448 -7.718 1.263  0.095
H 9.102 -7.426 2.896  0.098
H 10.182 -7.409 1.486  0.092
C -9.589 -1.165 -4.149  -0.055
C -9.399 -2.031 -2.923  -0.209
O -8.015 -2.144 -2.560  0.038
C -7.512 -1.101 -1.903  -0.612
O -8.109 -0.110 -1.575  0.127
O -6.222 -1.346 -1.666  -0.008
C -5.532 -0.274 -1.017  -0.035
H -8.972 -1.525 -4.973  0.086
H -10.632 -1.172 -4.465  0.065
H -9.299 -0.134 -3.951  0.079
H -9.728 -3.048 -3.126  0.122
H -9.977 -1.660 -2.078  0.123
H -6.053 0.037 -0.115  0.099
H -5.422 0.569 -1.697  0.100
H -4.548 -0.655 -0.753  0.083
C -12.379 -0.775 -10.957  -0.065
C -11.556 -1.629 -10.017  -0.212
O -11.505 -1.067 -8.697  0.037
C -12.585 -1.276 -7.947  -0.614
O -13.563 -1.900 -8.264  0.125
O -12.394 -0.673 -6.772  -0.003
C -13.512 -0.760 -5.886  -0.042
H -12.015 0.252 -10.954  0.082
H -12.322 -1.167 -11.972  0.080
H -13.425 -0.757 -10.652  0.075
H -10.521 -1.669 -10.352  0.122
H -11.931 -2.651 -9.971  0.123
H -13.835 -1.791 -5.761  0.096
H -14.335 -0.152 -6.258  0.099
H -13.187 -0.372 -4.925  0.088



[6]
The following is a quantum chemistry calculation of C21H41AlFN2O6 as an isolated structure in a non-equilibrium geometry, from the Open Molecules 2025 dataset.

Properties
Total charge ... -1
Highest occupied orbital energy ... -4.476 eV

Last column: Löwdin charge in e.
CARTESIAN COORDINATES (ANGSTROEM)
C -4.523 -0.714 1.772  -0.078
C -3.007 -0.385 1.537  -0.255
N -2.421 -1.066 0.369  0.032
C -2.261 -0.207 -0.814  -0.443
C -3.558 0.542 -1.245  -0.003
C -4.608 -0.347 -1.876  -0.489
O -5.305 0.063 -2.687  0.185
F -4.807 -1.625 -1.479  0.085
O -2.152 -1.179 -1.858  -0.128
Al -0.716 -0.913 -2.923  0.271
C 0.239 -2.562 -3.651  -0.214
C -0.565 -3.876 -3.398  -0.358
N -0.118 -4.952 -4.301  -0.047
C -1.110 0.192 -4.597  -0.192
O -1.627 1.515 -4.258  -0.249
C -0.822 2.570 -4.718  -0.299
C -0.810 3.680 -3.620  -0.076
O 0.121 0.039 -1.618  -0.133
C -0.941 0.678 -0.940  -0.335
C -0.343 1.337 0.322  -0.133
C 0.361 0.344 1.287  -0.171
C -0.074 0.586 2.765  -0.196
C 1.076 0.992 3.744  -0.212
C 2.193 1.860 3.126  -0.197
C 3.178 2.304 4.250  -0.197
C 4.511 1.528 4.266  -0.161
C 4.378 0.002 4.167  -0.164
O 5.337 -0.448 3.171  -0.036
C 5.067 -1.732 2.785  -0.557
C 3.914 -1.989 1.817  0.025
O 5.724 -2.626 3.153  0.150
H -5.020 -1.086 0.874  0.054
H -4.575 -1.499 2.538  0.062
H -5.002 0.172 2.208  0.064
H -2.495 -0.787 2.422  0.084
H -2.826 0.694 1.520  0.092
H -3.056 -1.807 0.089  0.101
H -3.256 1.245 -2.029  0.120
H -4.018 1.155 -0.453  0.128
H 1.271 -2.630 -3.269  0.042
H 0.304 -2.416 -4.744  0.040
H -1.624 -3.646 -3.558  0.092
H -0.404 -4.135 -2.344  0.093
H -0.612 -4.913 -5.183  0.044
H 0.875 -4.867 -4.477  0.044
H -1.925 -0.338 -5.133  0.060
H -0.253 0.213 -5.289  0.050
H 0.220 2.259 -4.867  0.107
H -1.246 3.019 -5.636  0.106
H -0.922 4.678 -4.059  0.058
H 0.111 3.599 -3.031  0.066
H -1.640 3.492 -2.929  0.062
H -1.224 1.515 -1.613  0.112
H -1.156 1.898 0.814  0.097
H 0.346 2.113 -0.043  0.109
H 1.442 0.313 1.144  0.090
H -0.015 -0.645 0.998  0.100
H -0.470 -0.368 3.137  0.089
H -0.885 1.313 2.872  0.093
H 1.435 0.084 4.245  0.097
H 0.611 1.605 4.535  0.102
H 1.779 2.689 2.546  0.118
H 2.771 1.200 2.464  0.094
H 3.436 3.355 4.050  0.103
H 2.673 2.263 5.222  0.102
H 5.227 1.888 3.521  0.118
H 4.986 1.741 5.237  0.106
H 3.394 -0.339 3.826  0.084
H 4.571 -0.505 5.123  0.132
H 2.943 -1.696 2.239  0.075
H 4.053 -1.385 0.912  0.097
H 3.844 -3.047 1.574  0.086



[7]
The following is a quantum chemistry calculation of C23H48NOP3RuSe as an isolated structure in a non-equilibrium geometry, from the Open Molecules 2025 dataset.

Properties
Total charge ... +3
ΔE to the lowest compared entry with this formula, charge and spin ... 0.775 eV
Highest occupied orbital energy (alpha / beta) ... -12.414 / -16.337 eV
Spin multiplicity ... 6

Last column: Löwdin charge in e.
CARTESIAN COORDINATES (ANGSTROEM)
Ru -0.523 0.252 -0.755  0.345
P -0.758 2.503 -0.631  0.710
P -2.710 -0.313 -1.339  0.713
P 0.271 0.312 -2.948  0.675
H 8.247 -2.999 1.935  0.127
C 8.672 -2.367 1.160  0.224
C 9.160 -1.158 1.431  0.249
H 9.153 -0.751 2.439  0.130
C -1.072 3.392 0.961  -0.226
C -2.030 3.408 -1.631  -0.233
C 0.768 3.437 -1.096  -0.253
C -3.124 -2.095 -1.585  -0.265
C -4.054 0.182 -0.167  -0.223
C -3.474 0.366 -2.884  -0.237
C 2.095 0.466 -3.086  -0.231
C -0.259 1.605 -4.169  -0.227
C -0.009 -1.153 -4.036  -0.254
H 8.679 -2.773 0.152  0.125
H 9.585 -0.526 0.656  0.130
H -0.360 3.053 1.717  0.058
H -2.085 3.198 1.319  0.032
H -0.945 4.470 0.816  0.069
H -3.028 3.123 -1.281  0.041
H -1.950 3.150 -2.687  0.020
H -1.918 4.492 -1.517  0.069
H 1.556 3.152 -0.393  0.049
H 0.609 4.521 -1.051  0.065
H 1.106 3.163 -2.097  0.013
H -4.195 -2.244 -1.762  0.069
H -2.814 -2.669 -0.708  0.035
H -2.556 -2.474 -2.440  0.032
H -5.049 0.020 -0.599  0.074
H -3.941 1.242 0.079  0.037
H -3.974 -0.389 0.760  0.031
H -4.509 0.020 -2.990  0.069
H -2.907 0.042 -3.760  0.032
H -3.466 1.457 -2.855  0.026
H 2.401 0.669 -4.118  0.071
H 2.548 -0.467 -2.743  0.035
H 2.443 1.270 -2.432  0.038
H 0.185 1.395 -5.148  0.068
H 0.046 2.606 -3.856  0.038
H -1.348 1.591 -4.270  0.031
H 0.210 -0.890 -5.077  0.069
H -1.048 -1.485 -3.967  0.031
H 0.638 -1.967 -3.707  0.025
C 2.162 -2.357 -0.522  -0.567
C 2.953 -1.353 0.053  -0.126
C 4.313 -1.565 0.284  -0.075
C 4.912 -2.779 -0.051  -0.061
C 4.128 -3.786 -0.624  -0.050
C 2.771 -3.580 -0.858  -0.106
Se 0.281 -2.200 -0.886  0.929
H 0.998 0.683 -0.299  -0.016
H 2.486 -0.406 0.311  0.063
H 4.907 -0.770 0.731  0.106
H 5.970 -2.942 0.130  0.085
H 4.577 -4.739 -0.892  0.126
H 2.171 -4.368 -1.304  0.113
O -0.987 0.002 1.252  -0.212
C -1.472 0.076 2.396  -0.384
C -2.576 1.043 2.746  -0.112
C -3.838 0.444 3.385  -0.190
C -3.678 0.082 4.851  -0.213
C -2.690 -1.052 5.109  -0.182
C -1.239 -0.686 4.778  -0.168
N -0.922 -0.717 3.359  0.105
H -2.187 1.854 3.397  0.152
H -2.913 1.472 1.820  0.054
H -4.625 1.231 3.347  0.138
H -4.217 -0.438 2.837  0.116
H -3.381 0.986 5.428  0.131
H -4.677 -0.237 5.225  0.132
H -2.741 -1.237 6.204  0.131
H -2.995 -1.986 4.591  0.131
H -0.984 0.304 5.214  0.139
H -0.597 -1.444 5.277  0.137
H -0.175 -1.370 3.069  0.169



[8]
The following is a quantum chemistry calculation of a 3-piece molecular cluster, C10H18BrClN2O5 overall in a non-equilibrium geometry, from the Open Molecules 2025 dataset.

Properties
Structure (SMILES) ... O=C(Br)CC(=O)OCCl.CNC(C)=O.CNC(C)=O
ΔE to the lowest compared entry with this formula, charge and spin ... 0.000 eV
Highest occupied orbital energy ... -9.485 eV

Last column: natural (NBO) charge in e.
CARTESIAN COORDINATES (ANGSTROEM)
O -4.051 0.092 -0.210  -0.473
C -3.205 -0.378 -0.818  0.547
Br -3.457 -0.652 -2.723  -0.035
C -1.909 -0.807 -0.157  -0.619
C -0.730 -0.105 -0.783  0.810
O -0.271 -0.453 -1.789  -0.548
O -0.303 0.933 -0.050  -0.509
C 0.531 1.828 -0.739  -0.074
Cl -0.398 2.857 -1.874  -0.073
H -1.991 -0.501 0.877  0.248
H -1.773 -1.881 -0.168  0.274
H 0.934 2.494 -0.012  0.247
H 1.307 1.341 -1.309  0.200
C -1.273 4.579 4.660  -0.412
N -0.757 4.585 3.303  -0.610
C -0.493 3.527 2.497  0.687
C -0.761 2.150 3.051  -0.728
O -0.057 3.715 1.368  -0.654
H -2.212 5.135 4.692  0.200
H -0.557 5.068 5.322  0.199
H -1.449 3.569 5.012  0.212
H -0.557 5.475 2.874  0.403
H -0.505 1.412 2.299  0.250
H -0.151 1.972 3.937  0.227
H -1.816 2.041 3.303  0.230
C 2.506 -4.965 -3.876  -0.411
N 2.014 -4.989 -2.511  -0.617
C 1.791 -3.938 -1.676  0.678
C 2.082 -2.555 -2.203  -0.719
O 1.370 -4.126 -0.545  -0.639
H 1.765 -5.420 -4.536  0.197
H 3.430 -5.542 -3.938  0.196
H 2.700 -3.951 -4.208  0.214
H 1.799 -5.882 -2.097  0.399
H 1.854 -1.831 -1.429  0.244
H 3.135 -2.460 -2.471  0.221
H 1.458 -2.339 -3.071  0.236